Entry 1:
# CH4I2OSi

A cluster of 2 separate species, CH4I2OSi in total in a non-equilibrium geometry (the ωB97M-V functional and the def2-TZVPD basis, OMol25).

```
9
Properties=species:S:1:pos:R:3
O 0.49601 -0.24589 0.50724
H 1.69572 0.74097 -0.79515
I -3.31621 -1.78882 -0.21779
H 0.84945 -0.58350 -1.49513
Si -0.91764 0.34342 0.89326
I -1.53608 2.35727 -0.22106
H 2.19527 -0.88785 -0.47561
H -0.75628 0.28854 2.39945
C 1.28976 -0.22413 -0.59519
```

Output
* ΔE to the lowest compared entry with this formula, charge and spin: 1.7863 eV
* HOMO (alpha / beta): -8.67 / -8.67 eV

=====

Entry 2:
# C23H43LaN2OP3S

A structure of composition C23H43LaN2OP3S in a non-equilibrium geometry (the ωB97M-V functional and the def2-TZVPD basis, OMol25).

```
74
Properties=species:S:1:pos:R:3
C -2.50542 0.12834 3.92214
C -2.32540 4.08084 -4.65670
H -1.88557 2.54855 -3.18813
H 0.99685 5.73705 -3.52187
H -1.47384 -1.04244 6.02501
C -0.36816 -1.26518 4.28064
C -4.90762 0.71187 -1.41843
H -2.88905 -0.07756 4.91956
C -3.30969 0.79073 2.97638
H 3.28916 -1.40787 -3.84636
H 3.86940 1.50747 -2.58409
P -0.28231 -1.82617 -0.35002
H -4.85286 0.17441 -2.37443
H -0.19802 -2.21623 6.06565
C -1.90382 5.27088 -5.26660
H -5.01442 0.09840 -0.51581
C 0.07258 5.27764 -3.86597
H 4.04206 -0.94779 0.26444
H 0.14354 0.90758 -4.19246
H 3.65195 -1.44699 -2.10051
H -4.96678 2.59213 -0.40962
N -1.59744 0.55540 1.30545
C -0.31611 4.04868 -3.28451
C 3.08647 1.30930 -3.32466
H -0.40009 6.82777 -5.28446
C 0.71929 -0.01768 -4.06921
H -1.68456 -3.66192 0.36563
N -0.77178 -1.57491 5.53865
H 3.53319 0.87524 -4.22883
H -1.58814 -0.22549 0.59155
H 1.31172 -0.19561 -4.97590
C -1.20181 -0.25366 3.55412
O 0.59501 -1.81641 3.72977
C 2.82807 0.53214 2.62740
La -0.00338 1.19250 -0.56977
H -0.72757 -3.85127 -1.55660
C 2.84319 -1.41290 -2.84129
C -1.54451 3.46642 -3.67552
H -1.47496 -2.43889 -2.36270
H -3.27451 3.63238 -4.96059
H -2.50175 5.72569 -6.06208
H -4.75068 2.66091 -2.26153
H 2.22833 -2.31246 -2.72632
H 0.30082 -0.11846 1.94931
C -1.49839 -2.65330 0.76204
H -2.45500 -2.11413 0.79450
H 2.47535 1.37059 3.24082
H -3.48101 1.39114 0.86699
H 2.92821 3.25583 0.02720
C 4.13695 0.14469 0.20548
H 2.13631 -2.18650 -0.04865
H 2.79491 3.21185 1.81026
H 4.97873 0.45878 0.83956
H -4.31223 1.14163 3.24314
C -0.70920 0.11819 2.31200
H 1.16837 -3.68177 0.15723
H 0.02495 -0.85233 -3.91519
H 0.27281 -2.75863 -2.56989
C -4.86550 2.05336 -1.35815
C -0.71371 5.88335 -4.84255
H 4.34946 0.42332 -0.83422
H 1.21393 -2.45728 1.46906
H 2.60358 2.26086 -3.57658
C -2.89246 0.97548 1.68016
H 4.32199 2.71151 1.02238
S 0.71116 3.31974 -2.09386
C 3.22761 2.71331 0.93331
C 1.21688 -2.60554 0.37852
C -0.56696 -2.80996 -1.86779
H 3.88682 0.34132 2.85540
H -1.08947 -2.73751 1.77908
P 1.86770 0.12136 -2.64616
H 2.24683 -0.36099 2.89195
P 2.63247 0.97182 0.85465
```

Output
* ΔE to the lowest compared entry with this formula, charge and spin: 0.1021 eV
* charge: +3
* HOMO: -14.89 eV

=====

> What is the ΔE to the lowest compared entry with this formula, charge and spin in the first record?

1.7863 eV

=====

Repeat the second record exactly.
# C23H43LaN2OP3S

A structure of composition C23H43LaN2OP3S in a non-equilibrium geometry (the ωB97M-V functional and the def2-TZVPD basis, OMol25).

```
74
Properties=species:S:1:pos:R:3
C -2.50542 0.12834 3.92214
C -2.32540 4.08084 -4.65670
H -1.88557 2.54855 -3.18813
H 0.99685 5.73705 -3.52187
H -1.47384 -1.04244 6.02501
C -0.36816 -1.26518 4.28064
C -4.90762 0.71187 -1.41843
H -2.88905 -0.07756 4.91956
C -3.30969 0.79073 2.97638
H 3.28916 -1.40787 -3.84636
H 3.86940 1.50747 -2.58409
P -0.28231 -1.82617 -0.35002
H -4.85286 0.17441 -2.37443
H -0.19802 -2.21623 6.06565
C -1.90382 5.27088 -5.26660
H -5.01442 0.09840 -0.51581
C 0.07258 5.27764 -3.86597
H 4.04206 -0.94779 0.26444
H 0.14354 0.90758 -4.19246
H 3.65195 -1.44699 -2.10051
H -4.96678 2.59213 -0.40962
N -1.59744 0.55540 1.30545
C -0.31611 4.04868 -3.28451
C 3.08647 1.30930 -3.32466
H -0.40009 6.82777 -5.28446
C 0.71929 -0.01768 -4.06921
H -1.68456 -3.66192 0.36563
N -0.77178 -1.57491 5.53865
H 3.53319 0.87524 -4.22883
H -1.58814 -0.22549 0.59155
H 1.31172 -0.19561 -4.97590
C -1.20181 -0.25366 3.55412
O 0.59501 -1.81641 3.72977
C 2.82807 0.53214 2.62740
La -0.00338 1.19250 -0.56977
H -0.72757 -3.85127 -1.55660
C 2.84319 -1.41290 -2.84129
C -1.54451 3.46642 -3.67552
H -1.47496 -2.43889 -2.36270
H -3.27451 3.63238 -4.96059
H -2.50175 5.72569 -6.06208
H -4.75068 2.66091 -2.26153
H 2.22833 -2.31246 -2.72632
H 0.30082 -0.11846 1.94931
C -1.49839 -2.65330 0.76204
H -2.45500 -2.11413 0.79450
H 2.47535 1.37059 3.24082
H -3.48101 1.39114 0.86699
H 2.92821 3.25583 0.02720
C 4.13695 0.14469 0.20548
H 2.13631 -2.18650 -0.04865
H 2.79491 3.21185 1.81026
H 4.97873 0.45878 0.83956
H -4.31223 1.14163 3.24314
C -0.70920 0.11819 2.31200
H 1.16837 -3.68177 0.15723
H 0.02495 -0.85233 -3.91519
H 0.27281 -2.75863 -2.56989
C -4.86550 2.05336 -1.35815
C -0.71371 5.88335 -4.84255
H 4.34946 0.42332 -0.83422
H 1.21393 -2.45728 1.46906
H 2.60358 2.26086 -3.57658
C -2.89246 0.97548 1.68016
H 4.32199 2.71151 1.02238
S 0.71116 3.31974 -2.09386
C 3.22761 2.71331 0.93331
C 1.21688 -2.60554 0.37852
C -0.56696 -2.80996 -1.86779
H 3.88682 0.34132 2.85540
H -1.08947 -2.73751 1.77908
P 1.86770 0.12136 -2.64616
H 2.24683 -0.36099 2.89195
P 2.63247 0.97182 0.85465
```

Output
* ΔE to the lowest compared entry with this formula, charge and spin: 0.1021 eV
* charge: +3
* HOMO: -14.89 eV